Density functional theory data (ωB97M-V with the def2-TZVPD basis set) for a 4-piece molecular cluster, C3H16NO4 overall in a non-equilibrium geometry.

Each atom is followed by the atoms it is bonded to, with distances in Å.
Cartesian coordinates (Å):
1 C -0.10077 0.94639 -0.43928  C2 1.500, N5 1.597, H6 1.103, H7 1.170
2 C -0.38511 0.10575 -1.64840  C1 1.500, C3 1.566, O4 1.406, H8 0.985
3 C -1.83884 -0.34918 -1.28667  C2 1.566, H9 1.110, H10 1.104, H11 1.096
4 O 0.58366 -0.89087 -1.86353  C2 1.406, H12 0.971
5 N 1.36003 1.55074 -0.21185  C1 1.597, H13 0.955, H14 1.075, H15 1.104
6 H -0.17237 0.72928 0.64025  C1 1.103
7 H -0.88205 1.79597 -0.63332  C1 1.170
8 H -0.42414 0.76287 -2.38050  C2 0.985
9 H -2.46755 0.56415 -1.23541  C3 1.110
10 H -2.26014 -0.87672 -2.15999  C3 1.104
11 H -1.92720 -0.87990 -0.33146  C3 1.096
12 H 0.20199 -1.57539 -1.29100  O4 0.971
13 H 1.73035 1.17352 0.58356  N5 0.955
14 H 2.08708 1.48739 -1.00123  N5 1.075
15 H 1.23206 2.64371 -0.12308  N5 1.104
16 H 3.31961 0.24208 2.17524  O18 0.972
17 H 2.65128 -1.05588 1.56321  O18 0.986
18 O 2.65105 -0.06973 1.54216  H16 0.972, H17 0.986
19 H -2.66173 1.21392 0.78089  O21 0.943
20 H -2.87097 1.38535 2.21867  O21 0.973
21 O -2.31172 0.89036 1.59475  H19 0.943, H20 0.973
22 H -0.43915 -1.40555 1.49254  O24 0.979
23 H -0.45708 -3.00299 1.37185  O24 0.947
24 O 0.04802 -2.21411 1.23397  H22 0.979, H23 0.947

As for the LUMO energy: -3.205 eV. The calculation puts the electronic energy at -13043.000 eV. The largest force on an atom is 7.6 eV/A. For the HOMO energy, the calculation gives -14.28 eV. For the relative energy (zero: lowest compared OMol25 entry of this formula, charge and spin), the calculation gives 206.2 kJ/mol. As for the charge: +1. For the frontier orbital gap, the calculation gives 11.08 eV.

Which charges does Löwdin predict for the atoms? In e, they are: -0.103 -0.415 -0.020 0.015 0.182 0.109 0.156 0.100 0.087 0.107 0.079 0.089 0.019 0.200 0.214 0.077 0.086 -0.056 0.003 0.073 -0.042 0.038 0.043 -0.040